Entry 1:
Density functional theory data (ωB97M-V/def2-TZVPD) for a molecular structure, C10H17F6O6Zn.

Last column: Mulliken charge in e.
Atoms and positions in Å:
H  1.3629  -4.8792  0.0189  0.439
F  3.7544  -4.0326  -0.2485  -0.235
Zn  -0.2812  1.0508  0.4604  0.082
O  -1.5704  2.5171  1.0924  -0.267
H  -0.2272  4.0238  1.2493  0.335
H  -0.0119  4.5143  -1.1233  0.499
F  2.5154  -3.9026  2.1116  -0.254
H  -4.0391  0.4641  0.1817  0.414
H  -2.2666  -1.8413  0.3326  0.368
H  -3.0414  0.2795  1.6484  0.381
C  1.7666  -2.7754  0.1627  1.099
H  -1.4160  3.5162  -1.5354  0.294
H  -0.0531  -3.8913  0.4150  0.427
H  2.0499  3.4846  -0.9246  0.400
H  -3.6226  2.6553  1.3686  0.385
F  2.7990  -1.7586  2.0897  -0.188
H  -1.3646  -1.4823  -1.1581  0.145
H  -3.0962  2.6091  -0.3286  0.350
C  1.5689  2.6562  -1.4442  -0.656
O  1.0781  -1.6192  -0.2870  -0.244
O  -2.0124  0.1736  -0.1569  -0.101
C  -0.5796  3.6283  -0.8429  -0.295
O  1.1536  0.1903  1.1210  -0.347
C  -3.0791  0.7039  0.6412  -0.474
C  -2.9148  2.2078  0.6702  -0.389
C  -1.0631  3.7749  0.5960  -0.593
F  2.8292  -3.0216  -1.9284  -0.273
C  -2.2131  -1.1977  -0.5463  -0.715
F  0.8066  -2.5809  2.3084  -0.254
H  -1.8295  4.5457  0.6774  0.437
H  2.1258  1.7404  -1.2694  0.103
H  0.5946  -3.8945  -1.2394  0.448
O  1.7878  -0.4071  0.0053  0.141
C  1.9947  -2.7414  1.6948  0.537
H  1.5197  2.8627  -2.5125  0.310
F  3.9197  -1.8843  -0.4468  -0.202
C  0.8534  -3.9405  -0.1839  -1.918
H  -3.1348  -1.2738  -1.1228  0.366
C  3.1022  -2.9257  -0.6138  0.606
O  0.2343  2.4514  -0.9326  -0.161

Cartesian forces, eV/Å:
0.0 0.0 0.0
-0.1 0.1 0.0
-0.4 0.1 -0.4
-0.1 -0.1 -0.2
-0.1 0.0 0.0
0.0 0.0 0.0
-0.1 0.1 0.0
0.0 0.0 0.0
0.0 0.1 0.0
0.0 -0.1 0.0
0.4 0.0 0.2
0.1 0.0 -0.1
0.0 0.0 0.0
0.0 0.0 0.1
0.0 0.0 0.0
0.0 -0.2 0.0
0.0 0.0 0.0
0.1 0.0 0.0
0.2 0.0 -0.1
-0.2 0.1 -0.1
-0.2 0.2 0.0
-0.3 -0.1 0.1
0.9 -0.6 0.4
0.0 0.2 0.1
-0.2 -0.1 -0.1
0.3 0.1 -0.1
0.1 0.0 0.2
0.0 -0.2 0.0
0.1 0.0 0.0
0.0 0.0 0.0
-0.1 0.0 0.0
0.0 0.0 0.0
-0.1 0.0 0.0
-0.1 0.1 0.0
-0.1 0.0 0.0
0.0 -0.2 0.0
-0.1 0.0 0.0
0.0 0.1 0.0
-0.1 0.1 -0.2
-0.1 0.3 0.0

Results
strongest force on any atom = 0.0219 hartree/bohr
charge = +1
relative energy (zero: lowest compared OMol25 entry of this formula, charge and spin) = 1.733 eV

=====

Entry 2:
Density functional theory data (ωB97M-V/def2-TZVPD) for a molecular structure, C10H17HgNO2.

Last column: Mulliken charge in e.
Atoms and positions in Å:
C  -0.5226  -2.1382  -1.4880  -0.670
N  -1.1276  0.7873  2.7613  -0.543
O  1.5744  1.3426  3.1192  -0.606
H  -0.4985  -1.1882  3.1311  0.307
C  -1.7232  -1.1655  -1.1393  -0.744
H  0.7126  2.8782  -0.4288  0.431
H  -0.8908  -2.9678  -2.1066  0.430
H  1.3747  -2.2439  -2.5082  0.462
C  1.6153  -0.3625  -1.5857  -0.276
H  -0.7189  0.3183  -2.1950  0.309
C  0.3898  2.0410  -1.0649  -0.670
H  -0.7951  1.2226  0.6865  -0.045
H  -2.1060  0.5342  2.8783  0.200
C  1.1417  0.2076  2.9470  0.697
H  2.4839  1.5807  -1.4872  0.499
H  -0.2363  -0.0467  4.5177  0.322
H  -2.0948  -1.4009  -0.1251  0.215
H  -0.9608  1.7128  3.1604  0.220
C  -0.8033  0.0475  -1.1188  -0.190
H  -0.1433  -2.5643  -0.5472  0.175
H  2.6390  -0.5858  -1.9253  0.547
O  1.7484  -0.7804  2.2918  -0.782
H  -2.5698  -1.2569  -1.8013  0.343
C  -0.8529  1.3167  -0.4122  -0.561
H  0.3108  -1.0424  -3.1944  0.288
H  0.0797  2.4762  -2.0315  0.361
C  1.5479  1.0543  -1.2646  -0.826
H  -1.7734  1.8758  -0.6333  0.402
Hg  1.7693  -0.0641  0.3785  0.882
C  0.6910  -1.4274  -2.2368  -0.730
C  -0.2612  -0.1608  3.4223  -0.449

Cartesian forces, eV/Å:
-0.3 0.1 -0.1
-0.7 0.3 0.2
-0.2 -1.1 -0.4
0.0 0.3 0.1
2.7 -0.2 1.9
0.2 -0.2 -0.3
0.4 -0.1 -0.1
0.0 0.0 0.0
0.1 -0.7 -4.5
0.3 -0.2 0.5
-0.8 -0.2 0.8
0.1 0.2 -0.5
0.2 0.2 0.1
0.0 0.2 0.4
-0.1 -0.2 0.2
-0.2 -0.3 -0.1
0.1 0.0 -0.4
-0.2 -0.3 -0.2
-2.7 0.2 -1.4
0.0 0.1 -0.2
0.0 0.0 -0.1
0.2 0.7 0.0
-0.2 0.4 -0.7
0.4 1.1 0.1
0.2 0.1 0.2
0.1 -0.3 0.2
-0.5 2.0 -2.3
0.0 0.4 0.0
0.2 -1.6 5.4
-0.1 -0.9 0.4
0.8 0.0 0.6

Results
strongest force on any atom = 0.1103 hartree/bohr
charge = 0
relative energy (zero: lowest compared OMol25 entry of this formula, charge and spin) = 0.851 eV

=====

Entry 3:
Density functional theory data (ωB97M-V/def2-TZVPD) for a molecular structure, C10H17I2N3O2V.

Last column: Mulliken spin population.
Atoms and positions in Å:
C  -1.9384  0.9295  -1.1479  0.004
H  -1.9510  1.9495  -0.7709  0.000
H  1.2425  -2.5175  4.6229  0.000
N  0.5784  0.3881  1.3033  -0.003
H  -2.1313  0.2264  -0.3282  0.001
H  -2.1539  0.9531  -4.4591  0.000
N  0.2480  2.6425  1.6975  0.011
C  0.5048  1.1675  3.5698  -0.001
H  -2.1480  2.4619  -3.5499  0.001
V  0.3618  -0.5079  -0.5519  2.093
C  -0.4827  1.1694  -3.1150  0.019
I  2.8930  -0.7552  -1.6928  -0.045
I  0.0887  -2.7422  -2.3117  -0.033
H  0.4263  -3.1799  3.1872  0.000
H  0.3290  2.8474  0.7162  0.000
H  0.8597  -0.3537  5.0243  0.000
H  2.1822  -2.8311  3.1437  -0.001
H  0.1307  2.0626  -3.0665  0.000
N  0.9325  -1.1286  3.0890  0.000
H  -2.9375  -0.3240  -2.5826  -0.001
O  -0.5342  0.6628  -1.6508  -0.039
H  0.0220  0.3775  -3.6587  -0.002
C  0.8152  -0.8554  1.7978  -0.005
H  0.1663  3.4331  2.3219  0.000
H  -3.7469  1.2099  -2.2613  0.000
C  0.7654  -0.0891  3.9793  0.004
O  0.8968  -1.7546  0.8711  -0.020
C  0.4327  1.4285  2.1740  0.002
H  2.3921  -2.4961  -3.6431  0.001
C  -1.9393  1.3959  -3.4890  -0.002
H  2.6749  -3.3875  -2.0856  0.001
C  -2.7747  0.7349  -2.3836  0.004
C  2.1906  -2.5545  -2.5803  0.011
H  0.3862  1.9623  4.2925  0.000
C  1.2182  -2.5259  3.5384  0.001

Cartesian forces, eV/Å:
0.2 0.0 -0.2
0.0 0.0 0.0
0.0 0.0 0.0
0.0 -0.1 0.6
0.0 -0.1 0.0
0.0 0.0 0.0
0.0 0.0 0.1
0.0 0.0 0.0
0.0 0.0 0.0
0.9 -1.1 0.0
0.0 -0.3 0.5
-0.1 0.3 0.1
-0.1 0.1 0.2
0.0 0.0 0.0
0.0 0.0 -0.1
0.0 0.0 0.0
0.0 0.0 0.0
0.0 0.0 -0.1
0.0 -0.1 0.3
0.0 0.0 0.0
-1.0 1.1 -0.8
0.0 -0.1 0.0
0.0 -0.3 -0.4
0.0 0.0 0.0
0.0 0.0 -0.1
0.0 -0.2 0.0
-0.1 0.3 0.4
0.1 0.1 -0.3
0.0 -0.1 0.0
0.0 0.1 0.0
0.0 0.0 0.0
0.0 0.0 0.0
0.0 -0.1 0.0
0.0 0.0 0.0
-0.1 0.3 0.0

Results
DFT total energy = -2244.403664 a.u.
strongest force on any atom = 0.0325 hartree/bohr
expectation value of S² = 2.020
charge = +3
spin multiplicity = 3

=====

Entry 4:
Density functional theory data (ωB97M-V/def2-TZVPD) for a molecular structure, C10H17MnNO10.

Last column: Mulliken spin population.
Atoms and positions in Å:
H  3.1004  2.6724  -2.2701  0.000
H  2.2545  3.2154  -4.3905  0.000
O  -3.9898  2.5953  1.1084  0.065
H  -0.7560  -2.8160  2.0380  0.000
H  -0.1439  -3.0609  0.4006  0.000
C  0.5737  1.7660  -2.3195  -0.002
C  1.1619  -2.2498  1.7529  0.000
O  -1.7752  0.2818  0.3647  0.027
C  -3.7129  1.6283  3.3860  -0.002
C  2.7365  1.7800  -2.7795  0.000
O  -0.4260  1.9100  -1.6569  0.023
H  -4.2185  1.2046  4.2537  -0.001
O  1.7001  1.2575  -1.9163  -0.002
H  -3.1055  2.4934  3.6521  0.001
O  -2.4097  -1.7902  0.1567  0.009
C  2.0388  2.1765  -4.1409  0.000
O  0.5491  -4.4205  1.8808  0.000
H  -5.3097  2.8295  2.7341  0.003
H  3.7497  0.1414  -1.9905  0.000
H  0.8261  -1.6714  2.6136  0.000
O  0.6870  2.0095  -3.6882  0.001
C  1.8291  -4.3257  2.3821  0.000
H  4.6761  1.0674  -3.1912  0.000
C  1.5477  -1.4276  0.4774  0.000
H  3.4739  -0.0843  -3.7861  0.000
O  2.2765  -3.0239  2.1485  0.000
H  0.7766  -1.4310  -0.2930  0.000
C  0.0690  -3.2277  1.4566  0.000
O  -3.3606  -0.2144  -0.8368  0.021
Mn  -2.1850  2.2536  -0.2081  4.873
H  -5.3184  1.3064  1.9301  0.002
N  -2.5053  -0.6121  -0.0610  -0.021
H  2.4860  -1.7768  0.0465  0.000
H  2.2678  1.4857  -4.9523  0.000
H  1.7346  -0.4038  0.8015  0.000
O  2.6392  -5.2033  2.7058  0.000
C  -4.6517  2.1061  2.2526  -0.003
C  3.7127  0.6050  -2.9763  0.000
H  -2.9988  0.9534  2.9143  0.005

Cartesian forces, eV/Å:
0.5 -0.3 0.0
-0.3 -0.1 -0.2
2.1 0.3 -1.2
-0.6 -1.0 -0.2
-0.4 -1.4 -0.1
-0.1 -0.2 -2.3
0.9 1.4 -1.2
3.5 1.7 2.6
0.4 0.5 -1.5
0.9 -1.5 -1.7
-0.2 0.4 -0.3
0.0 0.0 -0.1
0.2 0.7 0.6
-0.1 0.1 0.4
1.3 -0.9 1.5
0.0 -0.6 2.7
1.4 -3.1 1.5
-0.1 0.7 -0.4
0.4 -0.5 -0.3
0.5 0.6 -0.2
-2.1 0.9 0.7
3.3 -0.8 -1.5
0.3 -0.3 0.0
0.2 0.5 1.4
-0.4 0.1 0.3
-0.6 -1.6 1.0
-0.1 0.0 0.2
-0.8 3.1 -0.3
-1.8 1.0 -1.5
-2.7 -1.6 1.8
0.0 -0.4 0.1
-2.5 -0.7 -2.6
-0.1 -0.3 0.1
-0.2 0.1 0.1
-0.1 0.2 -0.3
-3.7 2.4 -0.5
0.5 -0.5 0.1
0.4 1.7 0.9
-0.1 -0.5 0.3

Results
DFT total energy = -2349.202917 a.u.
strongest force on any atom = 0.0911 hartree/bohr
expectation value of S² = 8.756
charge = 0
spin multiplicity = 6

=====

Entry 5:
Density functional theory data (ωB97M-V/def2-TZVPD) for a molecular structure, C10H17N.

Last column: Mulliken charge in e.
Atoms and positions in Å:
H  -1.9412  2.7526  -1.8189  0.301
H  -0.4010  4.7112  0.8264  0.445
H  0.8655  2.6383  -1.9542  0.252
H  1.1693  1.1922  0.0840  0.462
C  -0.2858  2.8825  -0.2377  2.809
H  -0.0717  1.1170  -1.3887  0.477
H  -1.3560  -1.0921  0.3995  0.348
C  0.7725  -1.6143  0.2431  0.420
H  -2.0935  -3.6074  0.2609  0.268
C  0.4226  3.6389  -1.1478  -1.112
H  -0.5077  0.7487  0.3832  0.387
N  -0.1439  -4.2495  0.2711  -0.500
C  -0.5961  -1.8959  0.3273  -0.170
H  -0.5616  4.5712  -1.9478  0.212
C  1.7224  -2.6736  0.1913  -0.450
H  -2.4602  2.2312  -0.0706  0.307
H  1.8620  -4.8582  0.0957  0.305
H  -0.5283  3.1598  1.8660  0.418
H  2.8143  -2.4226  0.1940  0.319
C  -1.7478  2.9317  -0.5893  -1.881
C  -0.9946  -3.2064  0.4088  -0.372
H  0.9619  3.7780  1.1360  0.485
C  0.1233  1.4214  -0.2345  -2.192
H  1.0843  -0.5630  0.0525  0.040
C  -0.0942  3.6490  0.9970  -2.191
H  -2.1817  3.8669  -0.4325  0.555
H  1.4199  4.5981  -0.7581  0.233
C  1.1665  -3.9792  0.2376  -0.174

Cartesian forces, eV/Å:
0.7 0.2 3.3
-0.4 -0.9 0.5
-0.7 4.1 1.5
-0.6 0.8 -0.6
-2.8 -1.7 2.7
0.7 0.1 2.7
0.6 -0.6 -0.3
0.9 -0.2 -0.8
2.0 1.5 0.9
4.1 4.2 -8.5
0.1 0.8 -0.3
0.6 0.8 0.6
-0.1 0.9 0.7
3.1 -2.7 2.2
-1.3 0.7 0.7
1.1 0.2 -0.3
-0.9 0.9 0.4
-0.2 0.4 0.3
-1.2 -0.6 -0.2
-2.4 -2.5 -3.6
-1.7 -2.6 -1.7
0.7 -0.3 0.6
-0.2 -1.3 -1.7
-0.1 -1.4 0.6
0.1 1.1 2.2
-0.3 1.9 0.3
-3.1 -3.6 -1.3
1.2 -0.2 -0.7

Results
strongest force on any atom = 0.2006 hartree/bohr
charge = 0
relative energy (zero: lowest compared OMol25 entry of this formula, charge and spin) = 7.420 eV

=====

Entry 6:
Density functional theory data (ωB97M-V/def2-TZVPD) for a molecular structure, C10H17N2O5S2.

Last column: Mulliken charge in e.
Atoms and positions in Å:
H  -1.4440  -0.9629  -0.1124  0.578
H  1.8272  -2.1168  1.2443  0.218
C  1.4314  -0.2343  -3.5102  -0.055
H  -0.3924  -1.4444  1.2176  0.010
H  3.1200  1.1905  -6.0607  0.357
H  0.2143  -0.4929  3.2089  0.279
O  -2.2024  -1.6325  2.9581  -0.725
C  -1.0255  -0.6429  0.8383  -0.742
H  1.2488  1.8819  1.6080  0.404
H  -4.9751  -1.7053  2.6771  0.120
N  -3.6070  -0.9294  0.9830  -0.424
C  1.6222  2.0030  -3.1481  -0.081
H  1.0581  -1.1877  -3.1523  0.356
N  1.1816  0.8180  -2.7366  -0.268
C  -0.2617  0.6635  0.6716  -0.336
H  1.2811  -2.2544  2.9266  0.330
H  -0.9556  1.4108  0.2801  0.386
H  1.2744  0.7735  3.8244  0.299
H  2.6561  3.1790  -4.6164  0.340
H  2.2949  -1.0448  -5.3003  0.342
C  0.9719  0.2406  2.9169  -0.396
C  0.4183  1.2415  1.9208  -0.808
S  -2.4243  -0.5782  1.9786  1.121
C  2.1223  -0.1540  -4.7112  -0.619
O  -5.7085  0.2209  1.8154  -0.622
O  -2.4904  0.7606  2.5382  -0.686
H  3.0197  -2.2573  2.5539  0.253
C  2.5774  1.0861  -5.1295  -0.129
H  0.4794  0.5004  -0.1150  0.194
C  2.3224  2.1900  -4.3318  -0.601
H  1.4029  2.8437  -2.4987  0.357
O  2.1318  -0.4286  2.4132  -0.401
S  -5.0957  -1.0474  1.4973  0.859
C  2.0537  -1.8283  2.2781  -0.641
O  -5.8301  -1.9246  0.6131  -0.665
H  -0.2973  1.8631  2.4596  0.392

Cartesian forces, eV/Å:
0.0 0.0 0.0
0.0 0.0 0.0
0.0 0.0 0.0
0.0 0.0 0.0
0.0 0.0 0.0
0.0 0.1 0.0
0.0 -0.1 0.1
0.0 0.0 0.1
0.0 0.1 0.0
0.0 0.0 0.0
0.0 -0.1 -0.1
0.0 0.0 0.0
0.0 0.0 0.0
0.0 0.0 0.0
0.0 0.0 -0.1
0.0 0.0 0.0
0.0 0.0 0.0
0.0 0.0 0.0
0.0 0.0 0.0
0.0 0.0 0.0
0.0 -0.1 0.0
0.0 0.0 0.1
0.0 0.2 0.0
0.0 0.0 0.0
0.0 -0.1 0.0
0.1 -0.1 -0.1
0.0 0.0 0.0
0.0 0.0 0.0
0.0 0.0 0.0
0.0 0.0 0.0
0.0 0.0 0.0
0.1 0.0 0.0
-0.1 0.0 0.1
-0.1 0.0 0.0
0.1 0.1 0.0
0.0 0.0 0.0

Results
DFT total energy = -1673.343098 a.u.
strongest force on any atom = 0.0041 hartree/bohr
charge = -1